[1]
{"formula": "C10H28N2O3Rb", "method": "wB97M-V/def2-TZVPD", "elements": ["Rb", "O", "O", "O", "N", "N", "C", "C", "C", "C", "C", "C", "C", "C", "C", "C", "H", "H", "H", "H", "H", "H", "H", "H", "H", "H", "H", "H", "H", "H", "H", "H", "H", "H", "H", "H", "H", "H", "H", "H", "H", "H", "H", "H"], "xyz": [[0.85842, -0.25649, -1.08604], [2.27055, -2.57897, -2.10824], [-1.72713, 4.67482, 0.19809], [-0.54341, -1.52170, 4.02515], [-0.33368, -0.88666, 1.48348], [-0.49582, 2.32129, -0.55674], [-0.87857, 2.66913, -2.88317], [2.95718, -3.04961, -4.40283], [0.13806, -2.47682, 3.25793], [-0.77459, 3.40782, -1.52562], [3.38096, -2.76413, -2.99325], [-2.04317, 4.12593, -1.06704], [0.81978, -2.96405, 0.92394], [-0.47624, -1.70695, 5.43428], [-2.76468, 5.36596, 0.84658], [-0.28002, -2.34697, 1.78008], [-0.36913, 2.76958, 0.35240], [-0.18339, -3.47161, 3.59269], [-1.32223, 1.76159, -0.35100], [2.22669, -3.85421, -4.54054], [-1.19609, -0.86661, 0.94044], [-1.63437, 1.88822, -2.77319], [-1.14788, 3.33344, -3.70366], [1.22239, -2.43871, 3.40962], [3.81548, -3.37000, -4.99627], [0.63854, -3.00710, -0.15794], [-2.24304, 4.93046, -1.78772], [-2.38106, 5.44873, 1.87884], [2.49076, -2.17301, -4.85784], [3.93395, -1.82428, -3.02864], [-3.03658, 6.36616, 0.51828], [1.69478, -2.31186, 0.93499], [-1.09606, -2.53605, 5.78425], [1.07418, -4.00119, 1.14404], [0.56359, -2.00022, 5.62035], [-0.61663, -0.48410, 2.38043], [-0.72990, -0.79523, 5.96183], [4.03301, -3.55726, -2.61806], [1.70771, -3.35732, -2.19835], [-3.58144, 4.68399, 1.12882], [-2.92603, 3.48143, -1.01154], [-1.23821, -2.86273, 1.69744], [0.11645, 4.03221, -1.52567], [0.07686, 2.20308, -3.12065]], "mulliken_charge": [0.85, -0.38, -0.30, -0.40, -0.59, -0.43, -1.29, -1.04, -0.83, 0.14, -0.30, -0.56, -1.52, -0.76, -0.84, 0.62, 0.22, 0.39, 0.21, 0.37, 0.28, 0.30, 0.37, 0.42, 0.33, 0.13, 0.38, 0.29, 0.25, 0.26, 0.29, 0.38, 0.28, 0.44, 0.33, 0.26, 0.26, 0.26, 0.25, 0.35, 0.32, 0.37, 0.39, 0.25], "charge": 1, "e_tot_ev": -20596.0615, "homo_lumo_gap_ev": 9.7, "homo_ev": -12.52, "lumo_ev": -2.80, "spin_multiplicity": 1}



[2]
{"formula": "C10H29AgBNO3S3", "method": "wB97M-V/def2-TZVPD", "elements": ["Ag", "S", "S", "S", "O", "O", "O", "N", "C", "C", "C", "C", "C", "C", "C", "C", "C", "C", "B", "H", "H", "H", "H", "H", "H", "H", "H", "H", "H", "H", "H", "H", "H", "H", "H", "H", "H", "H", "H", "H", "H", "H", "H", "H", "H", "H", "H", "H"], "xyz": [[0.03985, -0.85508, -0.61466], [-2.32610, -3.05563, -0.37084], [-0.18975, 0.57133, 2.88685], [2.78039, -2.66790, -0.01562], [1.84428, -2.11491, -1.05923], [-0.80859, -3.04650, -0.21200], [-0.16480, -0.29374, 1.59722], [1.65752, 1.64716, -0.69947], [-3.00767, -3.75855, 1.18171], [0.37772, 3.17238, -2.49595], [0.27914, 4.71289, -2.07464], [1.05147, 2.33541, -1.46618], [-1.59766, 0.07396, 3.98052], [-0.51743, 2.32240, 2.63973], [4.15218, -1.39242, 0.20052], [-2.72004, -4.46134, -1.47458], [2.00238, -2.48770, 1.67372], [1.63333, 5.32101, -1.66067], [-0.78339, 0.15790, -2.74028], [4.71933, -1.64450, 1.09656], [1.05202, 3.12201, -3.35087], [2.46962, -3.13815, 2.41312], [-0.52507, 2.60319, -2.71749], [-0.91462, -0.91194, -2.78972], [-1.53190, 2.57531, 2.33154], [-0.18250, 5.24144, -2.90868], [3.73959, -0.38774, 0.29265], [-2.54699, 0.27432, 3.48380], [0.18569, 0.49461, -3.07456], [0.24924, 2.81111, 2.03849], [2.40143, 5.04489, -2.38307], [-2.89851, -4.84304, 1.18993], [-4.07723, -3.56293, 1.25836], [4.78931, -1.33970, -0.68231], [-1.54017, 0.49435, 4.98454], [1.61953, 6.40795, -1.58016], [-3.79095, -4.49429, -1.67503], [-2.33210, -5.42780, -1.15275], [2.19337, -1.48005, 2.04288], [-2.39254, -3.48273, 2.03823], [-0.94230, 0.55277, -1.74878], [-1.48480, -0.99941, 4.13294], [0.93246, -2.69595, 1.67814], [-0.49227, 2.69148, 3.66503], [-1.53850, 0.51081, -3.42549], [-0.43115, 4.77434, -1.25013], [1.97091, 5.02402, -0.66773], [-2.40376, -4.39506, -2.51558]], "lowdin_spin": [0.51, 0.01, 0.02, 0.03, 0.05, 0.04, 0.07, 0.00, 0.00, 0.00, 0.00, 0.00, 0.00, 0.00, 0.00, 0.01, 0.00, 0.00, 0.12, 0.00, 0.00, 0.00, 0.00, 0.01, 0.00, 0.00, 0.00, 0.00, 0.01, 0.00, 0.00, 0.00, 0.00, 0.00, 0.00, 0.00, 0.00, 0.00, 0.00, 0.00, 0.08, 0.00, 0.00, 0.00, 0.03, 0.00, 0.00, 0.00], "charge": 1, "e_tot_ev": -55639.9161, "homo_lumo_gap_ev": [10.1, 4.8], "homo_ev": [-12.37, -12.07], "lumo_ev": [-2.23, -7.25], "s2": 0.754, "spin_multiplicity": 2}



[3]
{"formula": "C10H29BMnO5", "method": "wB97M-V/def2-TZVPD", "elements": ["Mn", "O", "O", "O", "O", "O", "C", "C", "C", "C", "C", "C", "C", "C", "C", "C", "B", "H", "H", "H", "H", "H", "H", "H", "H", "H", "H", "H", "H", "H", "H", "H", "H", "H", "H", "H", "H", "H", "H", "H", "H", "H", "H", "H", "H", "H"], "xyz": [[0.05502, -0.46844, -0.14033], [1.11232, 0.06289, -1.83110], [-0.59597, -0.75154, 1.90909], [-1.61040, 0.93055, -0.67661], [1.65692, -1.73001, 0.79169], [0.40072, 1.45861, 0.87017], [-1.49798, 2.32100, -0.45781], [-0.53772, 2.53682, 0.73108], [-2.54557, 0.65949, -1.72020], [1.45905, 0.50944, -3.09813], [-0.04445, -1.89056, 2.59270], [3.03047, -1.85703, 0.46984], [1.40553, -1.96818, 2.16391], [-1.92780, -0.47273, 2.28556], [0.61786, 1.57161, -3.75089], [1.44199, 1.79291, 1.74231], [-1.28846, -2.39095, -0.71305], [-1.63484, -1.47943, -0.10702], [-0.44168, 1.32369, -3.63921], [0.81005, 2.53400, -3.27021], [3.42117, -2.84346, 0.74075], [-1.57377, -3.34005, -0.09985], [-1.88156, -2.40931, -1.71179], [1.62884, -0.36628, -3.74794], [-1.98502, -0.13912, 3.32932], [2.49542, 0.89779, -3.01968], [2.24068, 2.39308, 1.28716], [-2.61494, -1.31524, 2.18941], [-2.39134, -0.32806, -2.13902], [-2.28500, 0.35461, 1.67849], [-0.14806, -2.38986, -0.85367], [0.10902, 3.39086, 0.50956], [2.07741, -1.44470, 2.85364], [-0.05793, -1.77007, 3.67769], [1.67866, -3.02475, 2.33329], [0.91663, 1.61189, -4.79858], [3.13940, -1.72505, -0.60171], [-1.12967, 2.87169, -1.32635], [2.02719, 0.89386, 1.96578], [3.59198, -1.11290, 1.04457], [-0.64139, -2.75319, 2.29427], [-2.42039, 1.36773, -2.54735], [-1.08206, 2.75355, 1.65279], [1.07285, 2.22359, 2.67303], [-2.49768, 2.69305, -0.20484], [-3.55554, 0.81823, -1.33078]], "lowdin_spin": [4.66, 0.08, 0.04, 0.03, 0.04, 0.03, 0.00, 0.00, 0.00, 0.01, 0.00, 0.00, 0.00, 0.00, 0.00, 0.00, 0.04, 0.01, 0.00, 0.00, 0.00, 0.01, 0.01, 0.00, 0.00, 0.00, 0.00, 0.00, 0.00, 0.00, 0.01, 0.00, 0.00, 0.00, 0.00, 0.00, 0.00, 0.00, 0.00, 0.00, 0.00, 0.00, 0.00, 0.00, 0.00, 0.00], "e_tot_ev": -53070.7152, "homo_lumo_gap_ev": [7.4, 7.6], "homo_ev": [-7.08, -7.25], "lumo_ev": [0.37, 0.37], "s2": 8.753, "spin_multiplicity": 6}



[4]
{"formula": "C10H30CoO9", "method": "wB97M-V/def2-TZVPD", "elements": ["Co", "O", "O", "O", "O", "O", "O", "O", "O", "O", "C", "C", "C", "C", "C", "C", "C", "C", "C", "C", "H", "H", "H", "H", "H", "H", "H", "H", "H", "H", "H", "H", "H", "H", "H", "H", "H", "H", "H", "H", "H", "H", "H", "H", "H", "H", "H", "H", "H", "H"], "xyz": [[-3.05324, -2.22919, 2.08766], [-1.96915, -0.86453, 0.94190], [1.30758, 0.17732, -1.00204], [1.61467, 0.92426, 3.32589], [2.13162, -2.20424, 2.04255], [-0.84105, 2.52393, 1.73399], [-0.38786, -4.76943, -0.18517], [-0.01817, -0.13393, 1.47560], [-3.05395, 0.80890, -0.80499], [-1.03282, -1.88263, 2.24254], [-1.22419, 3.10533, 0.51855], [2.40051, 1.04737, -0.94070], [-0.60249, 4.47900, 0.49350], [-0.81875, -2.83125, -1.50796], [-2.80039, 1.76355, -3.04654], [-0.90882, -0.97081, 1.47022], [-2.34973, 0.70471, -2.01904], [-0.19355, -4.24188, -1.44793], [2.81237, 1.37356, 2.72347], [2.56736, -2.67724, 0.76997], [-3.80603, 1.52184, -3.39056], [-2.75822, 2.76934, -2.62857], [-2.43611, -0.30887, -2.41057], [0.37847, -5.32386, -0.02098], [3.22289, -3.53265, 0.93327], [2.98480, 1.12507, -1.85758], [0.85744, -4.24902, -1.73686], [-0.18130, -2.14150, -0.95478], [0.46814, 4.36253, 0.66169], [1.70235, -2.92758, 0.15582], [2.10952, 2.05304, -0.63732], [-2.12337, 1.78441, -3.90054], [-0.90832, -2.41760, -2.51244], [-1.84587, -2.81721, -1.14337], [-0.99755, 5.19711, 1.21207], [3.10797, 0.71918, -0.17920], [3.15246, 0.55064, 2.09479], [-2.30338, 3.15905, 0.37516], [1.03811, 0.60761, 2.62667], [-0.74432, 1.57730, 1.60695], [-2.61537, 0.26619, -0.14566], [2.60266, 2.24672, 2.10564], [0.89685, 0.09634, -0.13813], [3.19124, -1.90853, 0.31394], [-0.69213, 4.90726, -0.50483], [-1.30015, 0.83664, -1.75622], [-0.82458, 2.53882, -0.32257], [3.54439, 1.65092, 3.48196], [-0.73847, -4.89560, -2.12896], [1.43800, -1.55024, 1.92950]], "lowdin_spin": [2.47, 0.20, 0.00, 0.52, 0.00, 0.23, 0.00, 0.03, 0.01, 0.26, 0.04, 0.00, 0.01, 0.00, 0.00, 0.02, 0.00, 0.00, 0.08, 0.00, 0.00, 0.00, 0.00, 0.00, 0.00, 0.00, 0.00, 0.00, 0.00, 0.00, 0.00, 0.00, 0.00, 0.00, 0.00, 0.00, 0.03, 0.03, 0.00, 0.00, 0.00, 0.04, 0.00, 0.00, 0.00, 0.00, 0.01, 0.00, 0.00, 0.00], "charge": 1, "e_tot_ev": -66896.0760, "homo_lumo_gap_ev": [6.3, 3.4], "homo_ev": [-12.28, -12.17], "lumo_ev": [-5.95, -8.75], "s2": 6.014, "spin_multiplicity": 5}